Record 1
Molecular formula: C29H33Cl2N2O4P2Ti
Method: DFT, ωB97M-V with the def2-TZVPD basis set

Results
- 2S+1: 1
- Energy relative to the best compared isomer or geometry (same formula, charge and spin): 0.0284 eV
- HOMO level: -10.632 eV
- Lowest unoccupied orbital energy: -3.42 eV
- Charge: +1

```
73
C29H33Cl2N2O4P2Ti | the OMol25 dataset | ωB97M-V with the def2-TZVPD basis set
Ti 0.046 -0.396 -0.064
O -0.610 -0.381 -1.903
C -0.144 0.140 -3.026
C -1.028 0.634 -3.995
C -0.548 1.204 -5.153
C 0.825 1.273 -5.415
C 1.700 0.728 -4.508
C 1.232 0.164 -3.311
C 2.140 -0.526 -2.444
N 1.855 -0.949 -1.269
C 2.826 -1.804 -0.598
C 1.983 -2.867 0.072
N 1.041 -2.134 0.921
C 1.064 -2.438 2.171
C 0.340 -1.817 3.235
C 0.526 -2.283 4.547
C -0.132 -1.698 5.601
C -0.995 -0.627 5.344
C -1.193 -0.154 4.065
C -0.524 -0.739 2.978
O -0.736 -0.300 1.763
H -2.091 0.571 -3.810
H -1.248 1.601 -5.877
H 1.186 1.720 -6.331
H 2.765 0.723 -4.709
H 3.127 -0.749 -2.856
H 3.358 -1.232 0.167
H 3.546 -2.227 -1.300
H 2.586 -3.564 0.655
H 1.433 -3.427 -0.689
H 1.723 -3.252 2.480
H 1.203 -3.113 4.716
H 0.014 -2.055 6.611
H -1.519 -0.157 6.167
H -1.861 0.677 3.877
C -2.324 -3.168 1.316
P -2.043 -2.108 -0.137
C -2.238 -3.236 -1.550
C -3.560 -1.079 -0.209
C -3.444 0.180 0.659
P -2.047 1.205 0.054
C -1.821 2.545 1.255
C -2.808 2.023 -1.381
H -2.387 -2.555 2.215
H -1.490 -3.861 1.434
H -3.245 -3.743 1.211
H -3.221 -3.709 -1.563
H -1.476 -4.015 -1.501
H -2.093 -2.670 -2.470
H -4.428 -1.679 0.071
H -3.692 -0.805 -1.260
H -3.254 -0.079 1.701
H -4.370 0.758 0.623
H -1.237 3.330 0.774
H -1.267 2.169 2.113
H -2.773 2.964 1.583
H -3.596 2.700 -1.044
H -3.257 1.274 -2.032
H -2.061 2.577 -1.942
Cl 5.605 4.805 0.636
C 4.274 3.705 0.545
C 4.161 2.686 1.480
C 3.104 1.805 1.400
Cl 2.960 0.536 2.565
C 2.122 1.905 0.396
O 1.158 1.009 0.350
C 2.249 2.963 -0.526
C 1.248 3.236 -1.568
O 0.157 2.723 -1.653
C 3.330 3.839 -0.447
H 4.895 2.578 2.266
H 1.561 4.001 -2.304
H 3.418 4.641 -1.169
```

Record 2
Molecular formula: C4H6O2
Method: DFT, ωB97M-V with the def2-TZVPD basis set

Results
- 2S+1: 1
- Energy relative to the best compared isomer or geometry (same formula, charge and spin): 2.9749 eV
- HOMO level: -9.292 eV
- Lowest unoccupied orbital energy: 0.93 eV

```
12
C4H6O2 | the OMol25 dataset | ωB97M-V with the def2-TZVPD basis set
O -0.583 1.156 -1.534
C -0.063 1.128 -0.248
C -0.385 0.124 0.825
C -0.359 -1.282 0.240
O 0.911 -1.070 -0.394
C 1.028 0.228 0.196
H -0.350 0.305 -1.923
H 0.023 2.125 0.181
H -0.876 0.376 1.765
H -0.296 -2.051 1.019
H -1.112 -1.568 -0.503
H 2.060 0.533 0.379
```

Record 3
Molecular formula: C50H48I2N5O5PS4Sr
Method: DFT, ωB97M-V with the def2-TZVPD basis set

Results
- 2S+1: 1
- HOMO level: -1.215 eV
- Lowest unoccupied orbital energy: 3.26 eV
- Charge: -2

```
116
C50H48I2N5O5PS4Sr | the OMol25 dataset | ωB97M-V with the def2-TZVPD basis set
Sr 0.049 -0.856 0.112
C 1.164 0.806 -4.458
O 0.481 1.770 -3.669
C 0.403 1.253 -2.419
N 0.854 0.086 -2.244
C 1.350 -0.409 -3.503
C 2.768 -0.915 -3.447
C 3.449 -1.152 -4.633
C 4.737 -1.651 -4.613
C 5.356 -1.924 -3.406
C 4.678 -1.695 -2.222
C 3.389 -1.192 -2.240
C -0.237 2.065 -1.399
C -0.564 3.389 -1.687
C -1.181 4.143 -0.692
C -1.436 3.546 0.523
C -1.071 2.203 0.720
N -0.491 1.482 -0.242
C -1.284 1.557 1.992
N -0.923 0.375 2.296
C -1.292 0.110 3.664
C -2.061 1.398 4.077
O -1.922 2.273 2.965
C -0.118 -0.160 4.575
C -0.349 -0.520 5.897
C 0.710 -0.768 6.752
C 2.011 -0.690 6.282
C 2.246 -0.338 4.965
C 1.187 -0.057 4.120
H 2.123 1.235 -4.770
H 0.556 0.575 -5.336
H 0.702 -1.252 -3.786
H 2.966 -0.951 -5.578
H 5.254 -1.838 -5.543
H 6.360 -2.324 -3.388
H 5.144 -1.920 -1.275
H 2.845 -1.022 -1.325
H -0.330 3.795 -2.656
H -1.448 5.176 -0.872
H -1.899 4.090 1.330
H -1.949 -0.774 3.697
H -1.629 1.878 4.959
H -3.127 1.207 4.239
H -1.366 -0.631 6.245
H 0.519 -1.033 7.786
H 2.838 -0.936 6.936
H 3.257 -0.281 4.590
H 1.359 0.227 3.097
S -1.942 -1.698 -1.862
C -1.494 -3.297 -2.364
C -2.466 -4.009 -3.075
C -2.229 -5.264 -3.595
C -0.980 -5.850 -3.421
C -0.015 -5.178 -2.703
C -0.236 -3.911 -2.150
S 1.098 -3.226 -1.282
H -3.426 -3.531 -3.215
H -3.011 -5.784 -4.138
H -0.764 -6.821 -3.853
H 0.960 -5.618 -2.547
I 3.889 3.462 -2.597
C 4.639 2.079 -1.178
C 5.984 1.806 -1.087
C 6.420 0.864 -0.186
I 8.523 0.554 -0.020
C 5.522 0.123 0.592
C 5.869 -0.938 1.450
C 4.887 -1.658 2.075
C 3.547 -1.306 1.864
N 3.195 -0.283 1.127
C 4.132 0.428 0.491
C 3.644 1.488 -0.378
O 2.442 1.832 -0.420
H 6.691 2.324 -1.718
H 6.915 -1.182 1.588
H 5.128 -2.497 2.711
H 2.747 -1.873 2.316
N 1.512 2.739 2.048
C 2.098 3.264 3.154
C 3.270 2.726 3.697
C 3.799 3.230 4.867
C 3.188 4.289 5.522
C 2.031 4.838 4.990
C 1.498 4.343 3.820
H 0.868 3.331 1.551
H 2.012 2.096 1.443
H 3.750 1.907 3.184
H 4.711 2.804 5.267
H 3.610 4.687 6.434
H 1.546 5.669 5.486
H 0.596 4.771 3.403
C 0.462 -5.995 1.086
C -0.849 -5.953 1.870
C -1.921 -5.193 1.106
O -0.649 -5.455 3.187
P -0.702 -3.887 3.680
S -2.532 -3.254 4.040
S 0.594 -2.819 2.588
O -0.130 -4.092 5.177
C 1.083 -4.664 5.642
C 0.960 -6.184 5.710
C 2.299 -4.232 4.835
H 0.290 -6.453 0.115
H 1.209 -6.570 1.632
H 0.840 -4.988 0.918
H -1.194 -6.989 2.044
H -1.563 -4.189 0.876
H -2.827 -5.112 1.703
H -2.144 -5.703 0.170
H 1.171 -4.275 6.671
H 0.814 -6.583 4.712
H 0.107 -6.459 6.326
H 1.860 -6.614 6.142
H 2.214 -4.570 3.805
H 3.206 -4.637 5.278
H 2.363 -3.146 4.816
```

Record 4
Molecular formula: C6H23NO8
Method: DFT, ωB97M-V with the def2-TZVPD basis set

Results
- 2S+1: 1
- Energy relative to the best compared isomer or geometry (same formula, charge and spin): 1.8709 eV
- SMILES string: Nc1ccccc1.O.O.O.O.O.O.O.O
- HOMO level: -8.267 eV
- Lowest unoccupied orbital energy: 0.29 eV

```
38
C6H23NO8 | the OMol25 dataset | ωB97M-V with the def2-TZVPD basis set
N -0.191 2.324 -1.412
C 0.469 1.111 -1.581
C 0.858 0.416 -0.424
C 1.455 -0.877 -0.503
C 1.564 -1.512 -1.711
C 1.250 -0.800 -2.907
C 0.645 0.433 -2.832
H -0.222 2.717 -0.497
H -0.405 2.924 -2.304
H 0.976 0.947 0.517
H 1.541 -1.425 0.433
H 1.978 -2.455 -1.752
H 1.472 -1.231 -3.885
H 0.194 0.813 -3.809
H -1.797 0.584 -1.155
H -2.485 1.126 -2.433
O -2.595 0.485 -1.710
H -4.242 -0.211 0.678
H -3.053 -0.938 0.091
O -3.418 -0.701 1.003
H 3.079 0.722 -2.386
H 3.431 0.613 -0.900
O 3.331 1.193 -1.674
H 1.013 2.986 2.986
H -0.297 2.399 2.757
O 0.546 2.532 2.354
H 2.116 -1.077 2.572
H 1.415 0.136 3.132
O 2.097 -0.442 3.397
H -1.997 -0.160 2.548
H -2.440 0.849 3.633
O -1.869 0.679 2.974
H -1.714 -2.891 -1.614
H -1.511 -3.224 -0.130
O -2.193 -2.973 -0.720
H -0.300 -1.147 1.960
H -0.696 -1.893 3.210
O 0.080 -1.906 2.624
```

Record 5
Molecular formula: C14H24CoN2O6PS4
Method: DFT, ωB97M-V with the def2-TZVPD basis set

Results
- 2S+1: 1
- Energy relative to the best compared isomer or geometry (same formula, charge and spin): 0.0000 eV
- HOMO level (spin up / spin down): -8.446 / -8.402 eV
- Lowest unoccupied orbital energy (spin up / spin down): -1.16 / -1.05 eV

```
52
C14H24CoN2O6PS4 | the OMol25 dataset | ωB97M-V with the def2-TZVPD basis set
Co -0.855 1.384 -1.783
C -1.555 2.779 2.034
C -2.049 2.176 0.762
O -1.611 2.575 -0.338
N -2.969 1.222 0.808
C -3.602 0.735 -0.411
C -2.943 -0.488 -0.974
C -3.552 -1.721 -0.910
C -2.947 -2.813 -1.523
C -1.758 -2.628 -2.186
C -1.188 -1.366 -2.202
N -1.756 -0.327 -1.590
H -1.821 3.836 2.039
H -0.467 2.703 2.038
H -1.966 2.297 2.921
H -3.231 0.839 1.701
H -3.551 1.529 -1.154
H -4.650 0.534 -0.201
H -4.504 -1.818 -0.404
H -3.414 -3.788 -1.486
H -1.257 -3.435 -2.701
H -0.253 -1.175 -2.700
O -2.224 2.001 -2.972
S -1.725 1.412 -4.307
O -2.177 0.058 -4.488
O -1.855 2.308 -5.411
S 0.244 1.328 -3.601
C 0.546 -0.878 2.707
C 1.319 -1.839 1.826
C 0.420 -2.764 1.038
O 2.264 -1.126 0.988
P 2.138 -0.488 -0.469
S 2.008 -1.676 -1.956
S 0.674 0.939 -0.219
O 3.523 0.271 -0.534
C 4.267 1.022 0.454
C 5.081 0.067 1.302
C 3.403 1.961 1.270
H -0.126 -1.451 3.351
H -0.045 -0.191 2.099
H 1.219 -0.296 3.339
H 1.979 -2.429 2.460
H -0.295 -2.199 0.438
H -0.133 -3.389 1.743
H 0.993 -3.401 0.365
H 4.943 1.611 -0.163
H 4.441 -0.496 1.983
H 5.805 0.636 1.890
H 5.622 -0.637 0.670
H 2.730 1.406 1.931
H 2.804 2.612 0.635
H 4.059 2.577 1.889
```

Record 6
Molecular formula: C4H8S2
Method: DFT, ωB97M-V with the def2-TZVPD basis set

Results
- 2S+1: 1
- Energy relative to the best compared isomer or geometry (same formula, charge and spin): 1.5423 eV
- HOMO level: -8.291 eV
- Lowest unoccupied orbital energy: 0.81 eV

```
14
C4H8S2 | the OMol25 dataset | ωB97M-V with the def2-TZVPD basis set
C -3.221 0.548 -0.014
C -0.354 0.647 0.079
C 2.299 0.538 -0.031
C 3.553 0.135 -0.082
H -3.998 -0.149 0.350
H -3.107 1.406 0.682
H -3.493 0.964 -0.999
H -0.328 1.363 -0.711
H -0.331 1.208 1.003
H 2.060 1.578 -0.086
H 4.473 0.783 -0.096
H 3.811 -0.954 -0.070
S -1.761 -0.535 -0.065
S 0.964 -0.553 0.079
```

Record 7
Molecular formula: C24H30FN3O4S
Method: DFT, ωB97M-V with the def2-TZVPD basis set

Results
- 2S+1: 1
- Energy relative to the best compared isomer or geometry (same formula, charge and spin): 0.0000 eV
- SMILES string: O=C(NCC1(N2CCOCC2)CCCCC1)c1ccc(S(=O)(=O)Nc2ccccc2F)cc1
- HOMO level: -8.757 eV
- Lowest unoccupied orbital energy: 0.04 eV

```
63
C24H30FN3O4S | the OMol25 dataset | ωB97M-V with the def2-TZVPD basis set
O 2.723 0.254 0.704
C 1.855 -0.408 0.169
N 1.363 -0.139 -1.060
H 0.694 -0.773 -1.466
C 1.818 0.990 -1.834
H 2.596 1.448 -1.224
H 2.279 0.648 -2.766
C 0.738 2.047 -2.203
N 0.408 1.811 -3.625
C -0.214 0.527 -3.910
H 0.315 -0.277 -3.402
C -0.142 0.263 -5.417
O -0.822 1.256 -6.142
C -0.283 2.519 -5.841
H -0.871 3.246 -6.404
C -0.346 2.826 -4.342
H 0.092 3.809 -4.193
H -1.406 2.852 -4.033
H 0.767 2.564 -6.168
H -0.622 -0.685 -5.664
H 0.915 0.232 -5.725
H -1.276 0.507 -3.609
C -0.506 1.985 -1.293
C -0.223 2.383 0.153
C 0.389 3.776 0.223
C 1.678 3.801 -0.590
C 1.385 3.437 -2.045
H 2.297 3.470 -2.643
H 0.705 4.200 -2.420
H 2.393 3.113 -0.139
H 2.120 4.799 -0.563
H 0.596 4.039 1.261
H -0.315 4.510 -0.178
H 0.463 1.674 0.615
H -1.158 2.356 0.718
H -1.248 2.676 -1.703
H -0.942 0.984 -1.317
C 1.250 -1.606 0.835
C 2.077 -2.400 1.625
C 1.561 -3.501 2.284
C 0.217 -3.792 2.153
C -0.624 -3.006 1.391
C -0.105 -1.908 0.726
H -0.764 -1.275 0.151
H -1.667 -3.269 1.322
S -0.466 -5.144 3.106
O -1.751 -5.493 2.586
O 0.516 -6.164 3.298
N -0.659 -4.425 4.616
C -1.347 -3.223 4.744
C -2.576 -3.023 4.123
C -3.244 -1.820 4.268
C -2.709 -0.800 5.038
C -1.490 -0.981 5.670
C -0.828 -2.179 5.510
F 0.376 -2.363 6.110
H -1.045 -0.208 6.276
H -3.237 0.134 5.151
H -4.197 -1.683 3.781
H -2.989 -3.828 3.538
H 0.187 -4.486 5.164
H 2.181 -4.143 2.890
H 3.119 -2.134 1.715
```

Record 8
Molecular formula: BeF3H12O6
Method: DFT, ωB97M-V with the def2-TZVPD basis set

Results
- 2S+1: 1
- Energy relative to the best compared isomer or geometry (same formula, charge and spin): 0.1415 eV
- HOMO level: -6.900 eV
- Lowest unoccupied orbital energy: 2.29 eV
- Charge: -1

```
22
BeF3H12O6 | the OMol25 dataset | ωB97M-V with the def2-TZVPD basis set
Be 0.348 -0.029 0.499
F 1.067 1.167 1.266
F -0.910 0.663 -0.221
F 1.410 -0.757 -0.377
O 0.207 -2.445 -1.986
H 0.442 -3.259 -1.589
H 0.651 -1.874 -1.278
O -2.607 -0.989 -1.282
H -1.968 -0.406 -0.881
H -1.979 -1.375 -1.844
O 3.700 0.384 0.369
H 3.085 0.240 -0.396
H 4.257 -0.375 0.421
O -0.376 -1.058 1.563
H -1.135 -1.658 1.395
H 0.360 -1.611 1.869
O -0.447 2.786 2.589
H -0.012 2.219 1.984
H -0.845 2.129 3.101
O -1.610 2.242 -2.067
H -2.411 2.466 -1.626
H -1.226 1.540 -1.509
```

Record 9
Molecular formula: C19H21N3O3S
Method: DFT, ωB97M-V with the def2-TZVPD basis set

Results
- 2S+1: 1
- Energy relative to the best compared isomer or geometry (same formula, charge and spin): 1.8356 eV
- SMILES string: CN(C)S(=O)(=O)c1cccc(NC(=O)CCc2c[nH]c3ccccc23)c1
- HOMO level: -8.057 eV
- Lowest unoccupied orbital energy: 0.56 eV

```
47
C19H21N3O3S | the OMol25 dataset | ωB97M-V with the def2-TZVPD basis set
C 3.763 -2.384 2.932
N 2.805 -2.198 1.863
S 2.883 -0.673 1.147
O 4.265 -0.325 1.011
O 2.030 0.270 1.836
C 2.186 -0.957 -0.473
C 0.857 -0.656 -0.671
C 0.321 -0.684 -1.958
C 1.130 -1.091 -3.018
C 2.453 -1.433 -2.789
C 3.000 -1.351 -1.518
H 4.039 -1.559 -1.324
H 3.069 -1.744 -3.619
H 0.724 -1.105 -4.016
N -0.989 -0.243 -2.122
C -1.480 0.433 -3.215
O -0.974 0.402 -4.311
C -2.707 1.251 -2.872
H -3.388 0.666 -2.252
H -3.209 1.523 -3.801
C -2.291 2.539 -2.125
C -1.645 2.263 -0.807
C -0.327 2.422 -0.474
N -0.104 2.017 0.811
C -1.274 1.549 1.331
C -1.546 0.998 2.577
C -2.843 0.613 2.836
C -3.854 0.779 1.883
C -3.592 1.318 0.645
C -2.283 1.704 0.347
H -4.384 1.449 -0.079
H -4.860 0.475 2.132
H -3.092 0.180 3.793
H -0.757 0.878 3.304
H 0.798 1.890 1.248
H 0.474 2.810 -1.074
H -3.189 3.144 -1.974
H -1.602 3.105 -2.755
H -1.471 -0.056 -1.250
H 0.256 -0.354 0.172
C 1.451 -2.567 2.205
H 1.447 -3.585 2.591
H 0.845 -2.526 1.302
H 1.022 -1.892 2.955
H 3.905 -3.451 3.102
H 4.699 -1.936 2.609
H 3.439 -1.907 3.864
```

Record 10
Molecular formula: C11H14NO5Re
Method: DFT, ωB97M-V with the def2-TZVPD basis set

Results
- ⟨S²⟩: 0.7557
- 2S+1: 2
- Energy relative to the best compared isomer or geometry (same formula, charge and spin): 0.6021 eV
- HOMO level (spin up / spin down): -12.820 / -12.519 eV
- Lowest unoccupied orbital energy (spin up / spin down): -4.16 / -5.01 eV
- Charge: +1

```
32
C11H14NO5Re | the OMol25 dataset | ωB97M-V with the def2-TZVPD basis set
Re -0.024 0.540 -0.695
O -0.411 -1.619 -1.101
C -0.773 -2.394 0.082
C 0.088 -1.831 1.186
N -0.148 -0.368 1.283
C -1.515 -0.087 1.824
C -2.534 0.004 0.694
O -3.690 -0.269 0.834
O -1.994 0.432 -0.442
C 0.858 0.318 2.124
C 0.734 1.807 1.823
O 1.024 2.674 2.576
O 0.255 2.039 0.573
H -1.025 -1.824 -1.819
H -0.551 -3.443 -0.107
H -1.840 -2.283 0.275
H 1.144 -1.987 0.962
H -0.146 -2.324 2.133
H -1.504 0.884 2.320
H -1.810 -0.840 2.554
H 1.854 -0.028 1.845
H 0.688 0.131 3.184
C 0.412 0.372 -2.888
C 0.219 1.753 -2.631
C 1.289 2.143 -1.780
C 2.154 1.031 -1.538
C 1.601 -0.078 -2.209
H -0.218 -0.215 -3.541
H -0.568 2.383 -3.009
H 1.393 3.117 -1.331
H 3.041 1.039 -0.925
H 2.000 -1.078 -2.254
```